(1)
Molecular formula: C23H41IP2Re
Method: DFT, wB97M-V/def2-TZVPD

Computed properties:
Maximum force = 5.9 eV Å⁻¹
Charge = +2
LUMO energy (spin up / spin down) = -6.4 / -8.9 eV
Relative energy (zero: lowest compared OMol25 entry of this formula, charge and spin) = 0.00 kJ/mol
Expectation value of S² = 3.773
Multiplicity = 4
HOMO level (spin up / spin down) = -13.22 / -13.22 eV
HOMO-LUMO gap (spin up / spin down) = 6.83 / 4.30 eV

The geometry in XYZ format:
```
68
C23H41IP2Re (wB97M-V/def2-TZVPD)
Re -0.874 0.529 1.580
C 0.197 -1.352 1.740
C 0.923 -0.262 2.358
C -1.130 -0.492 3.447
C -1.056 -1.488 2.421
C 0.102 0.258 3.436
C 0.707 -2.297 0.700
H 1.660 -1.956 0.283
H -0.017 -2.410 -0.116
H 0.862 -3.295 1.135
C -2.042 -2.588 2.225
H -1.919 -3.063 1.247
H -3.064 -2.207 2.309
H -1.916 -3.367 2.991
C -2.237 -0.352 4.433
H -2.250 -1.175 5.157
H -3.203 -0.363 3.926
H -2.145 0.581 4.994
C 0.498 1.242 4.497
H 0.298 0.816 5.488
H -0.093 2.167 4.455
H 1.557 1.508 4.420
C 2.369 0.045 2.153
H 2.849 0.237 3.120
H 2.547 0.920 1.519
H 2.872 -0.808 1.689
C 0.667 -3.650 -3.570
C 1.992 -3.553 -3.768
C 2.713 -2.658 -4.738
C 2.112 -1.247 -4.943
C 1.737 -0.565 -3.664
C 0.541 -0.659 -3.069
C -0.641 -1.401 -3.607
C -0.413 -2.812 -4.218
H 2.783 -3.114 -5.740
H 1.254 -1.338 -5.629
H 3.745 -2.559 -4.363
H -0.265 -2.717 -5.307
H 0.268 -4.393 -2.861
H 2.671 -4.192 -3.194
H -1.370 -3.343 -4.062
H -1.361 -1.484 -2.779
H 0.383 -0.136 -2.142
H -1.149 -0.830 -4.399
H 2.866 -0.644 -5.480
H 2.510 0.012 -3.144
P -0.709 1.593 -0.511
C -1.653 1.517 -2.054
C 0.983 2.000 -1.100
P -0.925 2.785 1.957
C -1.291 3.182 0.191
C 0.757 3.586 2.121
C -2.028 3.875 2.903
H -2.614 1.009 -1.904
H -1.117 0.994 -2.858
H -1.839 2.550 -2.395
H 0.906 2.512 -2.068
H 1.603 1.105 -1.238
H 1.502 2.664 -0.405
H -1.481 4.763 3.257
H -2.416 3.319 3.767
H -2.854 4.188 2.250
H -2.386 3.286 0.056
H -0.692 4.013 -0.163
H 0.957 3.721 3.187
H 0.726 4.563 1.621
H 1.563 2.983 1.690
I -3.533 0.247 0.771
```

Results of the Löwdin charge analysis, in e, for atoms 1 through 4: Re 1.0124; C -0.3118; C -0.3337; C -0.3650


(2)
Molecular formula: C44H39BrN3OP2PbS
Method: DFT, wB97M-V/def2-TZVPD

Computed properties:
Maximum force = 0.6 eV Å⁻¹
Charge = +3
LUMO energy (spin up / spin down) = -9.6 / -11.2 eV
Relative energy (zero: lowest compared OMol25 entry of this formula, charge and spin) = 0.00 kJ/mol
HOMO level (spin up / spin down) = -15.31 / -15.06 eV
HOMO-LUMO gap (spin up / spin down) = 5.72 / 3.90 eV

The geometry in XYZ format:
```
92
C44H39BrN3OP2PbS (wB97M-V/def2-TZVPD)
Pb 0.188 0.840 0.092
Br 7.517 2.885 -1.743
C 5.713 2.532 -1.657
C 4.826 3.217 -2.524
C 3.502 2.929 -2.474
C 2.978 1.934 -1.562
O 1.767 1.627 -1.620
C 3.897 1.310 -0.616
C 3.542 0.403 0.472
N 2.398 0.005 0.883
C 2.352 -0.875 2.022
C 3.442 -1.532 2.534
C 3.366 -2.293 3.715
C 2.184 -2.412 4.381
C 1.018 -1.825 3.843
C -0.247 -1.982 4.454
C -1.359 -1.451 3.871
C -1.208 -0.755 2.664
N -0.043 -0.569 2.079
C 1.090 -1.078 2.650
C 5.233 1.604 -0.717
H 5.212 3.959 -3.211
H 2.787 3.428 -3.116
H 4.420 0.075 1.022
H 4.400 -1.493 2.035
H 4.261 -2.770 4.093
H 2.120 -2.964 5.311
H -0.317 -2.534 5.384
H -2.340 -1.558 4.314
H -2.071 -0.336 2.155
H 5.942 1.123 -0.053
C -6.190 -3.285 -5.520
S -4.488 -3.709 -5.746
C -3.616 -2.204 -5.376
C -3.157 -2.222 -3.900
C -2.335 -0.953 -3.613
N -1.937 -0.907 -2.205
P -2.760 0.116 -1.057
C -4.469 -0.502 -1.078
C -5.365 -0.219 -2.113
C -6.659 -0.718 -2.074
C -7.076 -1.498 -0.998
C -6.197 -1.778 0.038
C -4.900 -1.277 0.000
C -2.851 1.729 -1.886
C -1.775 2.172 -2.659
C -1.760 3.465 -3.166
C -2.807 4.334 -2.885
C -3.864 3.911 -2.092
C -3.889 2.615 -1.594
P -0.357 -1.303 -1.653
C 0.520 -1.980 -3.074
C 1.312 -1.134 -3.851
C 1.928 -1.617 -4.997
C 1.757 -2.945 -5.367
C 0.980 -3.797 -4.587
C 0.362 -3.322 -3.438
C -0.560 -2.702 -0.523
C 0.595 -3.178 0.102
C 0.511 -4.205 1.029
C -0.729 -4.755 1.344
C -1.878 -4.286 0.722
C -1.797 -3.257 -0.211
H -6.787 -4.120 -5.885
H -6.410 -2.368 -6.071
H -6.367 -3.135 -4.447
H -4.271 -1.360 -5.596
H -2.757 -2.190 -6.053
H -2.539 -3.101 -3.704
H -4.019 -2.257 -3.232
H -2.923 -0.062 -3.843
H -1.460 -0.940 -4.264
H -5.064 0.425 -2.934
H -7.358 -0.472 -2.867
H -8.095 -1.862 -0.957
H -6.526 -2.369 0.884
H -4.219 -1.488 0.819
H -0.951 1.502 -2.891
H -0.933 3.799 -3.782
H -2.797 5.340 -3.287
H -4.672 4.594 -1.857
H -4.721 2.297 -0.978
H 1.448 -0.098 -3.554
H 2.549 -0.963 -5.598
H 2.244 -3.323 -6.257
H 0.874 -4.839 -4.865
H -0.217 -3.993 -2.814
H 1.564 -2.750 -0.148
H 1.408 -4.583 1.504
H -0.797 -5.557 2.069
H -2.839 -4.728 0.959
H -2.691 -2.898 -0.707
```

Results of the Löwdin charge analysis, in e, for atoms 1 through 4: Pb 1.2950; Br 0.9655; C -0.6496; C -0.0696


(3)
Molecular formula: C23H13BrMoN6O5
Method: DFT, wB97M-V/def2-TZVPD

Computed properties:
Maximum force = 0.4 eV Å⁻¹
Charge = +2
LUMO energy = -9.4 eV
Relative energy (zero: lowest compared OMol25 entry of this formula, charge and spin) = 1.73 kJ/mol
HOMO level = -15.26 eV
HOMO-LUMO gap = 5.85 eV

The geometry in XYZ format:
```
49
C23H13BrMoN6O5 (wB97M-V/def2-TZVPD)
Mo -0.423 -0.337 -0.036
O 1.331 -0.779 3.578
C 1.216 -0.590 2.421
O -0.019 -0.389 1.817
C 2.278 -0.490 1.384
C 3.647 -0.526 1.569
C 4.459 -0.381 0.448
C 3.885 -0.198 -0.808
C 2.506 -0.186 -0.892
N 1.749 -0.335 0.183
C 1.665 0.007 -2.102
O 2.006 0.244 -3.205
O 0.329 -0.128 -1.742
H 4.050 -0.661 2.564
H 5.536 -0.404 0.551
H 4.476 -0.070 -1.706
N -3.602 -1.746 -2.574
C -3.129 -1.059 -1.557
O -1.852 -1.037 -1.345
C -4.001 -0.297 -0.698
C -5.390 -0.147 -0.918
N -6.504 -0.078 -1.188
C -3.198 0.208 0.271
N -2.176 0.340 0.834
H -2.972 -2.232 -3.194
H -4.593 -1.771 -2.771
Br 0.652 6.428 0.573
C 0.425 4.597 0.419
C 0.360 3.994 -0.834
C 0.196 2.630 -0.911
N 0.096 1.850 0.184
C 0.138 2.440 1.392
C 0.308 3.796 1.552
H 0.432 4.576 -1.742
H 0.126 2.154 -1.879
H 0.007 1.806 2.258
H 0.335 4.219 2.546
N 0.214 -7.725 0.015
C 0.174 -6.578 0.026
C 0.122 -5.142 0.037
C 0.490 -4.431 -1.110
C 0.444 -3.052 -1.109
C 0.033 -2.371 0.042
C -0.304 -3.079 1.198
C -0.281 -4.469 1.181
H 0.805 -4.965 -1.996
H 0.695 -2.524 -2.019
H -0.617 -2.586 2.108
H -0.563 -5.020 2.068
```

Results of the Löwdin charge analysis, in e, for atoms 1 through 4: Mo 2.0150; O 0.2453; C -0.4455; O -0.2887


(4)
Molecular formula: C23H20IrN2O3PSSe2Te2
Method: DFT, wB97M-V/def2-TZVPD

Computed properties:
Maximum force = 0.1 eV Å⁻¹
LUMO energy = -0.1 eV
Relative energy (zero: lowest compared OMol25 entry of this formula, charge and spin) = 0.00 kJ/mol
HOMO level = -6.81 eV
HOMO-LUMO gap = 6.76 eV

The geometry in XYZ format:
```
55
C23H20IrN2O3PSSe2Te2 (wB97M-V/def2-TZVPD)
Ir -0.654 1.950 -0.390
Se 0.977 2.367 -2.163
Te 1.714 4.763 -1.975
Te -0.842 5.576 -2.102
Se -1.352 4.350 0.013
O -4.594 1.444 -0.899
S -3.219 1.112 -0.750
O -2.284 1.722 -1.743
O -2.613 1.387 0.590
C -3.049 -0.642 -0.960
C -4.201 -1.382 -1.177
C -4.113 -2.757 -1.325
C -2.879 -3.384 -1.250
C -1.732 -2.636 -1.033
C -1.797 -1.254 -0.891
P -0.248 -0.323 -0.582
C 0.836 -0.869 -1.928
C 2.221 -0.807 -1.771
C 3.059 -1.092 -2.836
C 2.522 -1.417 -4.074
C 1.147 -1.454 -4.245
C 0.305 -1.180 -3.177
C 0.355 -1.143 0.928
C -0.191 -0.706 2.134
C 0.171 -1.313 3.326
C 1.079 -2.363 3.324
C 1.612 -2.814 2.126
C 1.249 -2.210 0.930
H -5.152 -0.869 -1.225
H -5.010 -3.337 -1.495
H -2.806 -4.458 -1.360
H -0.771 -3.134 -0.976
H 2.648 -0.528 -0.815
H 4.132 -1.044 -2.702
H 3.178 -1.630 -4.909
H 0.724 -1.689 -5.212
H -0.767 -1.197 -3.324
H -0.911 0.102 2.141
H -0.259 -0.963 4.256
H 1.366 -2.833 4.256
H 2.312 -3.639 2.118
H 1.667 -2.576 0.001
N -1.035 2.589 2.694
C 0.289 2.563 2.397
C 1.221 2.837 3.416
C 2.559 2.702 3.176
C 2.980 2.284 1.913
C 2.031 2.059 0.955
N 0.702 2.210 1.162
H -1.305 3.119 3.504
H -1.726 2.536 1.959
H 0.847 3.138 4.385
H 3.276 2.910 3.960
H 4.024 2.152 1.672
H 2.305 1.772 -0.049
```

Results of the Löwdin charge analysis, in e, for atoms 1 through 4: Ir 0.6062; Se -0.0216; Te 0.1708; Te 0.1680


(5)
Molecular formula: C37H49As3F5OSb2W
Method: DFT, wB97M-V/def2-TZVPD

Computed properties:
Maximum force = 0.8 eV Å⁻¹
Charge = +3
LUMO energy = -9.6 eV
Relative energy (zero: lowest compared OMol25 entry of this formula, charge and spin) = 0.00 kJ/mol
HOMO level = -15.72 eV
HOMO-LUMO gap = 6.13 eV

The geometry in XYZ format:
```
98
C37H49As3F5OSb2W (wB97M-V/def2-TZVPD)
W -0.682 0.446 0.241
C -1.363 0.243 3.990
As -1.185 -0.942 2.461
C -0.333 -2.500 3.224
C -2.998 -1.555 2.195
C -3.764 -1.880 3.310
C -5.070 -2.320 3.156
C -5.616 -2.444 1.886
C -4.856 -2.128 0.771
C -3.545 -1.681 0.920
As -2.501 -1.289 -0.655
C -3.744 -0.429 -1.865
C -2.239 -3.044 -1.427
H -1.472 -0.353 4.895
H -2.254 0.854 3.854
H -0.488 0.879 4.099
H -0.959 -2.801 4.064
H 0.663 -2.258 3.590
H -0.291 -3.309 2.504
H -3.360 -1.784 4.311
H -5.662 -2.565 4.028
H -6.635 -2.788 1.765
H -5.299 -2.238 -0.212
H -4.578 -1.091 -2.092
H -3.231 -0.182 -2.793
H -4.120 0.479 -1.395
H -3.205 -3.549 -1.397
H -1.526 -3.617 -0.837
H -1.912 -2.976 -2.461
C 2.090 1.628 -2.778
Sb 0.059 1.171 -2.380
C -0.947 2.824 -3.246
C -0.344 -0.397 -3.802
C 0.938 -0.897 -4.388
C 1.394 -0.374 -5.593
C 2.628 -0.743 -6.110
C 3.420 -1.646 -5.417
C 2.962 -2.187 -4.224
C 1.724 -1.825 -3.695
C 1.246 -2.506 -2.447
Sb 1.422 -1.508 -0.538
C 3.453 -0.917 -0.648
C 1.580 -3.297 0.587
H 2.487 0.881 -3.463
H 2.675 1.645 -1.867
H 2.132 2.606 -3.255
H -0.627 2.861 -4.287
H -0.670 3.745 -2.741
H -2.025 2.682 -3.197
H -0.997 0.034 -4.561
H -0.899 -1.176 -3.280
H 0.774 0.328 -6.139
H 2.963 -0.333 -7.052
H 4.379 -1.948 -5.813
H 3.566 -2.926 -3.710
H 1.874 -3.381 -2.261
H 0.225 -2.871 -2.528
H 4.034 -1.693 -0.152
H 3.643 0.025 -0.144
H 3.728 -0.855 -1.700
H 2.408 -3.857 0.152
H 0.672 -3.890 0.496
H 1.796 -3.094 1.630
C 0.329 3.237 2.416
As 1.272 1.855 1.430
C 2.507 2.936 0.407
C 2.319 0.991 2.846
C 3.577 0.275 2.438
C 3.634 -1.112 2.548
C 4.791 -1.809 2.226
C 5.912 -1.118 1.789
C 5.875 0.267 1.698
C 4.718 0.960 2.025
H -0.117 3.942 1.716
H 1.057 3.764 3.032
H -0.442 2.809 3.054
H 2.914 3.710 1.057
H 1.970 3.410 -0.412
H 3.326 2.335 0.021
H 1.640 0.278 3.315
H 2.520 1.778 3.578
H 2.777 -1.649 2.942
H 4.829 -2.884 2.347
H 6.823 -1.651 1.555
H 6.759 0.813 1.396
H 4.729 2.043 2.004
F -5.510 5.667 1.424
C -4.671 4.677 1.258
C -4.901 3.458 1.888
F -5.959 3.294 2.653
C -4.009 2.415 1.709
F -4.206 1.249 2.314
C -2.894 2.585 0.900
O -1.998 1.561 0.716
C -2.663 3.806 0.282
F -1.567 3.953 -0.469
C -3.547 4.853 0.455
F -3.322 6.010 -0.134
```

Results of the Löwdin charge analysis, in e, for atoms 1 through 4: W 0.5434; C -0.2326; As 1.0892; C -0.2304


(6)
Molecular formula: C28H22BF4N4NaS2
Method: DFT, wB97M-V/def2-TZVPD

Computed properties:
Maximum force = 1.1 eV Å⁻¹
Charge = -2
LUMO energy = 4.1 eV
Relative energy (zero: lowest compared OMol25 entry of this formula, charge and spin) = 117.02 kJ/mol
HOMO level = -1.40 eV
HOMO-LUMO gap = 5.50 eV

The geometry in XYZ format:
```
62
C28H22BF4N4NaS2 (wB97M-V/def2-TZVPD)
Na 0.676 1.147 -0.628
N -0.068 -0.904 2.398
C -1.364 -0.518 2.639
C -1.860 -0.289 3.912
C -3.204 0.016 4.111
C -4.087 0.074 3.060
C -3.633 -0.157 1.747
C -4.465 -0.130 0.608
C -3.913 -0.349 -0.634
C -2.533 -0.545 -0.736
N -1.730 -0.579 0.302
C -2.256 -0.427 1.530
H 0.641 -0.507 2.995
H 0.161 -0.844 1.412
H -1.195 -0.342 4.764
H -3.557 0.199 5.119
H -5.131 0.312 3.227
H -5.522 0.080 0.727
H -4.531 -0.333 -1.524
H -2.042 -0.679 -1.689
N 0.779 -2.377 -0.521
C 0.605 -3.264 -1.541
C 0.265 -4.591 -1.266
C 0.061 -5.506 -2.281
C 0.212 -5.111 -3.597
C 0.534 -3.793 -3.879
C 0.730 -2.843 -2.885
C 1.035 -1.450 -3.270
C 1.909 -1.256 -4.343
C 2.132 0.007 -4.856
C 1.424 1.076 -4.336
C 0.572 0.877 -3.259
C 0.379 -0.366 -2.642
H 1.020 -2.737 0.387
H 1.221 -1.509 -0.788
H 0.151 -4.902 -0.234
H -0.219 -6.526 -2.045
H 0.070 -5.820 -4.402
H 0.618 -3.487 -4.913
H 2.450 -2.097 -4.765
H 2.843 0.157 -5.664
H 1.546 2.068 -4.762
H -0.008 1.730 -2.913
S 3.919 -0.444 0.086
C 3.330 0.744 1.068
N 2.077 1.013 1.299
C 1.892 2.005 2.208
C 0.661 2.469 2.663
C 0.628 3.479 3.601
C 1.799 4.038 4.099
C 3.037 3.590 3.667
C 3.074 2.578 2.730
S 4.464 1.797 2.041
H -0.248 2.049 2.264
H -0.330 3.852 3.940
H 1.746 4.832 4.833
H 3.952 4.030 4.039
F -1.063 4.999 -0.099
B -0.143 4.114 -0.619
F -0.024 4.295 -1.982
F 1.092 4.274 -0.020
F -0.579 2.778 -0.381
```

Results of the Löwdin charge analysis, in e, for atoms 1 through 4: Na 0.3580; N 0.1391; C -0.2669; C -0.0505


(7)
Molecular formula: C24H25N6O6S2Ti
Method: DFT, wB97M-V/def2-TZVPD

Computed properties:
Maximum force = 1.2 eV Å⁻¹
Charge = -1
LUMO energy (spin up / spin down) = 2.4 / 2.4 eV
Relative energy (zero: lowest compared OMol25 entry of this formula, charge and spin) = 20.10 kJ/mol
HOMO level (spin up / spin down) = -3.80 / -3.80 eV
HOMO-LUMO gap (spin up / spin down) = 6.18 / 6.18 eV

The geometry in XYZ format:
```
64
C24H25N6O6S2Ti (wB97M-V/def2-TZVPD)
Ti 1.397 -0.254 0.123
C -0.953 0.811 -1.899
C -0.193 1.142 -0.636
N -0.416 0.338 0.457
N -0.893 0.814 1.684
C -0.366 0.179 2.655
S 0.930 -0.982 2.470
S -0.937 0.474 4.298
C -2.343 1.558 3.941
C -3.572 0.860 3.422
C -4.259 -0.054 4.216
C -5.403 -0.683 3.748
C -5.875 -0.408 2.471
C -5.192 0.497 1.670
C -4.047 1.125 2.142
C 0.362 2.500 -0.472
C -0.209 3.667 -0.967
C 0.410 4.900 -0.785
C 1.616 4.967 -0.095
C 2.216 3.813 0.393
C 1.606 2.575 0.189
O 2.193 1.432 0.547
H -2.026 1.029 -1.801
H -0.857 -0.250 -2.142
H -0.572 1.383 -2.747
H -2.005 2.311 3.232
H -2.561 2.048 4.893
H -3.879 -0.285 5.206
H -5.924 -1.394 4.379
H -6.765 -0.902 2.100
H -5.544 0.706 0.667
H -3.488 1.801 1.507
H -1.154 3.610 -1.498
H -0.048 5.803 -1.172
H 2.098 5.926 0.058
H 3.165 3.845 0.914
C -1.470 -2.751 -0.637
C -0.053 -3.187 -0.584
N 0.991 -2.396 -0.475
C 2.098 -3.195 -0.397
C 1.724 -4.503 -0.494
N 0.357 -4.470 -0.612
C 2.436 -5.798 -0.502
O 3.740 -5.756 -0.380
O 1.807 -6.825 -0.620
C 3.420 -2.565 -0.124
O 4.438 -3.272 -0.169
O 3.365 -1.336 0.148
H -1.605 -1.924 0.063
H -2.138 -3.573 -0.383
H -1.724 -2.385 -1.633
H -0.208 -5.301 -0.681
H 4.079 -4.795 -0.281
C 1.888 1.195 -4.471
N 3.106 0.980 -3.716
C 3.070 0.453 -2.457
N 4.212 0.510 -1.745
O 2.027 -0.050 -2.020
H 1.451 2.178 -4.279
H 1.167 0.439 -4.175
H 2.093 1.091 -5.537
H 3.909 1.531 -3.959
H 5.065 0.826 -2.163
H 4.241 -0.026 -0.884
```

Results of the Löwdin charge analysis, in e, for atoms 1 through 4: Ti 0.8543; C -0.0614; C -0.4031; N -0.2035